Entry 1:
Formula: C62H47AsGeIrN4S3
Source: the Open Molecules 2025 dataset
Level of theory: ωB97M-V/def2-TZVPD

```
119
Properties=species:S:1:pos:R:3:forces:R:3
Ir 0.093424 -0.197163 -0.024782 -1.035 -0.489 0.893
S 3.293675 4.009084 2.568979 -0.031 -0.049 0.096
C 4.169096 5.429228 2.942912 0.027 0.008 0.065
C 3.864946 6.434895 2.083550 -0.106 -0.011 -0.139
C 2.903469 6.041819 1.107392 0.134 0.258 -0.006
C 2.495189 4.745936 1.234328 -0.288 -0.275 -0.204
C 1.516042 4.027185 0.391267 0.290 -0.006 0.448
C 1.122122 2.712190 0.630747 -0.040 0.102 0.092
N 0.199583 2.052863 -0.068721 0.480 -0.139 -0.281
C -0.468458 2.722844 -1.069617 -0.179 -0.082 0.003
C -0.017520 4.012292 -1.464091 -0.014 0.176 -0.146
C -0.585053 4.637866 -2.632883 0.209 0.053 0.186
C -1.530257 4.020080 -3.347908 -0.220 -0.258 -0.100
C -2.057680 2.733515 -2.939922 0.056 0.245 -0.211
C -2.985397 2.066134 -3.709884 -0.034 0.035 -0.150
C -3.430725 0.784162 -3.319413 -0.329 -0.151 -0.393
C -3.019700 0.314866 -2.110488 0.109 -0.012 0.472
N -2.201714 1.010018 -1.275673 -0.203 0.110 -0.080
C -1.571163 2.155843 -1.743051 0.225 -0.100 0.248
C -4.323503 -0.040906 -4.156464 0.271 0.272 0.181
C -4.704900 -1.338891 -3.975027 -0.091 -0.286 0.010
C -5.576053 -1.814526 -4.996451 0.087 0.005 0.126
C -5.833918 -0.868807 -5.938725 -0.053 -0.044 -0.036
S -5.028129 0.594416 -5.589588 -0.015 0.179 -0.088
C 0.959198 4.639114 -0.724777 -0.022 0.292 -0.236
H 4.853077 5.438013 3.777702 -0.030 0.006 -0.060
H 4.305976 7.420539 2.136225 -0.029 -0.036 -0.006
H 2.533253 6.708619 0.340239 0.035 -0.018 0.062
H 1.585808 2.140674 1.427732 0.011 -0.009 -0.017
H -0.206211 5.608069 -2.934212 -0.001 -0.029 0.053
H -1.927051 4.470100 -4.249967 -0.027 -0.033 0.020
H -3.323406 2.515140 -4.637363 0.009 -0.022 0.065
H -3.358777 -0.634281 -1.723475 0.038 0.012 -0.018
H -4.362982 -1.952073 -3.149468 -0.011 0.029 -0.091
H -5.982369 -2.816410 -5.026994 0.018 0.048 0.009
H -6.453996 -0.947957 -6.817914 0.028 -0.017 0.039
H 1.285754 5.626574 -1.030261 -0.022 -0.045 -0.004
S -1.878400 -4.055229 1.269434 -0.107 -0.143 0.021
C -1.544473 -3.209551 2.747147 -0.053 -0.137 0.105
C -1.839837 -3.592631 4.054857 0.039 0.028 -0.167
C -1.471542 -2.742691 5.079592 0.048 0.072 0.016
C -0.833364 -1.527518 4.804393 -0.045 -0.093 0.096
C -0.565168 -1.146517 3.507684 -0.096 0.137 0.040
C -0.918459 -1.997560 2.468442 0.336 0.216 -0.239
N -0.695887 -1.782836 1.098481 0.060 0.401 -0.094
C -1.187491 -2.747282 0.378241 -0.322 -0.669 -0.365
C -1.160405 -2.622396 -1.055811 -0.022 -0.218 0.385
C -1.675218 -3.579000 -1.940592 -0.075 -0.089 -0.052
C -1.629592 -3.335978 -3.293433 0.009 0.065 0.007
C -1.074767 -2.129667 -3.747597 -0.024 -0.061 -0.038
C -0.561743 -1.200109 -2.865929 -0.014 -0.028 0.173
C -0.582432 -1.420566 -1.472035 0.228 0.453 -0.459
H -2.347253 -4.527134 4.257984 0.037 0.010 -0.011
H -1.688835 -3.016575 6.103939 0.018 0.004 -0.013
H -0.546213 -0.873342 5.618817 -0.027 -0.017 -0.025
H -0.109257 -0.191836 3.292068 -0.041 0.040 -0.007
H -2.107974 -4.501671 -1.562106 0.016 0.068 -0.012
H -2.022504 -4.060665 -3.995552 0.014 0.041 0.006
H -1.051833 -1.922167 -4.812372 0.012 -0.022 0.047
H -0.129018 -0.284743 -3.251351 -0.001 0.021 -0.001
C 6.623330 -0.001315 0.509220 -0.043 0.004 0.009
C 6.110247 -1.290721 0.495448 -0.026 0.043 -0.018
C 4.785838 -1.524474 0.850877 0.036 0.048 -0.001
C 3.967254 -0.466688 1.226426 0.018 -0.025 0.079
C 4.485101 0.824014 1.232170 0.059 -0.011 -0.016
C 5.805611 1.060394 0.878179 -0.034 -0.046 0.009
As 2.121312 -0.703213 1.843402 0.399 0.551 -0.210
C 2.549240 -0.448408 3.741042 0.006 -0.098 -0.033
C 2.753597 0.744449 4.414326 -0.049 -0.024 0.015
C 3.106008 0.722795 5.759140 -0.021 -0.039 -0.007
C 3.239076 -0.491687 6.423401 -0.017 0.005 -0.030
C 3.017154 -1.687218 5.753484 -0.043 -0.003 0.011
C 2.667451 -1.670432 4.407428 0.002 -0.151 -0.052
C 2.401028 -2.863826 3.567479 0.039 0.089 0.140
C 2.376760 -4.180501 4.014167 -0.002 -0.045 0.012
C 2.100451 -5.208836 3.124306 0.003 0.029 -0.057
C 1.853667 -4.936761 1.781660 0.020 0.028 0.060
C 1.866518 -3.623517 1.329036 -0.018 0.000 0.028
C 2.134531 -2.597182 2.223020 -0.104 -0.016 -0.107
H 7.653644 0.176569 0.225685 -0.042 -0.009 -0.002
H 6.741051 -2.120394 0.199205 -0.026 0.019 0.002
H 4.398793 -2.534784 0.831738 0.000 -0.026 0.014
H 3.857951 1.661435 1.513228 0.044 -0.049 -0.029
H 6.191056 2.073563 0.881968 -0.015 -0.025 0.013
H 2.639404 1.693230 3.904327 0.026 -0.028 0.016
H 3.279050 1.651936 6.288070 -0.017 -0.012 -0.003
H 3.514829 -0.506340 7.470617 -0.001 0.001 -0.023
H 3.118463 -2.627285 6.283744 0.006 0.033 -0.017
H 2.565798 -4.408218 5.056698 -0.004 -0.001 -0.032
H 2.077599 -6.231530 3.478712 0.006 0.001 -0.003
H 1.645401 -5.744950 1.090939 0.000 0.018 0.027
H 1.659248 -3.399980 0.288684 -0.004 -0.009 0.039
C -4.792512 1.571936 0.456726 -0.153 0.085 -0.047
Ge -3.696543 0.014429 0.905527 0.016 0.130 -0.149
C -4.625423 -1.583871 0.284031 -0.041 -0.183 -0.026
C -3.565838 -0.015361 2.843371 0.053 -0.055 0.203
C -1.974422 0.539635 0.088705 0.742 -0.135 0.038
H -5.789125 1.494259 0.898056 0.049 0.000 -0.021
H -4.901895 1.691421 -0.623148 -0.019 0.010 0.048
H -4.308612 2.467298 0.854538 -0.048 0.000 -0.025
H -5.425462 -1.800905 0.996403 0.014 -0.021 -0.057
H -3.970253 -2.453374 0.236218 -0.047 -0.009 -0.020
H -5.077950 -1.426300 -0.697364 -0.016 -0.015 0.064
H -4.492180 0.397101 3.249457 0.035 -0.018 -0.003
H -2.732457 0.595351 3.193180 -0.054 -0.008 0.013
H -3.438783 -1.026207 3.231738 0.018 0.030 0.030
H -1.787486 1.422866 0.695407 -0.229 0.220 -0.031
N 6.710503 -0.605525 -3.665393 -0.053 0.006 0.038
C 5.668567 -0.523429 -3.183812 -0.284 0.021 0.103
C 4.363502 -0.425810 -2.567412 0.284 -0.020 -0.079
C 3.603977 -1.570214 -2.337254 -0.008 -0.062 -0.067
C 2.387010 -1.471334 -1.689606 -0.066 0.093 -0.017
C 1.864005 -0.252838 -1.209550 0.471 -0.047 0.042
C 2.642310 0.878560 -1.506815 -0.108 -0.110 -0.173
C 3.860217 0.806099 -2.169999 -0.036 0.020 -0.026
H 3.978283 -2.534086 -2.662149 -0.013 0.013 0.025
H 1.818637 -2.384156 -1.556609 0.029 0.003 0.029
H 2.304121 1.866474 -1.227490 0.049 0.004 0.027
H 4.432669 1.704940 -2.366877 -0.020 -0.008 0.031
```
Forces are in eV/Å.

The calculation puts the largest force on an atom at 0.02824 hartree/bohr. The value obtained for the LUMO energy (alpha / beta) is -0.275 / -0.785 eV. The calculation puts the orbital gap (alpha / beta) at 5.277 / 6.187 eV. Its spin multiplicity is 2. The relative energy (zero: lowest compared OMol25 entry of this formula, charge and spin) comes out at 317.5 kJ/mol. The charge is 0. The calculation puts the total energy at -223716.1328 eV.

Entry 2:
Formula: C5H6
Source: the Open Molecules 2025 dataset
Level of theory: ωB97M-V/def2-TZVPD

```
11
Properties=species:S:1:pos:R:3:forces:R:3
C -1.271718 -0.457482 -1.344407 0.016 -1.540 -3.254
C -0.117844 -0.786339 -0.893808 3.376 -0.145 4.724
C 0.487936 -0.304346 0.784779 -2.145 -0.489 -4.855
C 0.211403 1.041872 1.325386 0.397 0.513 0.444
C 1.403438 0.821143 0.824453 -1.327 0.941 0.694
H -1.787026 -0.693812 -2.273114 0.733 -0.453 -0.285
H -1.901626 0.017744 -0.758118 -2.766 2.834 2.996
H 0.630209 -1.494262 -1.221277 -0.087 0.148 -0.881
H 0.549065 -1.231741 1.274850 0.377 -0.880 1.143
H -0.475425 1.772201 1.803925 0.616 -0.907 -0.622
H 2.271588 1.315022 0.477332 0.809 -0.022 -0.104
```
Forces are in eV/Å.

The calculation puts the largest force on an atom at 0.11295 hartree/bohr. The value obtained for the LUMO energy is 1.301 eV. The calculation puts the orbital gap at 9.911 eV. The relative energy (zero: lowest compared OMol25 entry of this formula, charge and spin) comes out at 391.3 kJ/mol. The charge is 0. Its SMILES is C=CC1C=C1. The calculation puts the total energy at -5277.1436 eV.

Entry 3:
Formula: C11H10N2OS
Source: the Open Molecules 2025 dataset
Level of theory: ωB97M-V/def2-TZVPD

```
25
Properties=species:S:1:pos:R:3:forces:R:3
C 2.518057 -2.531557 0.227142 -0.663 3.795 0.420
C 3.114484 -1.171252 0.386388 3.736 -4.617 -0.675
C 1.187578 -2.550282 0.203371 -0.312 -0.245 -0.168
C 2.372312 -0.140376 0.502423 -1.715 4.045 0.986
C -0.967168 -1.412429 -0.145447 0.171 0.677 1.188
C 0.344735 -1.341041 0.196113 -1.021 -1.692 -0.344
C -1.673106 -0.118327 -0.282131 -0.110 -2.848 -0.806
C 0.923436 -0.061058 0.429681 1.759 -0.297 -0.645
C -0.954110 1.113102 0.045706 -0.656 -0.684 -0.526
C -2.923220 -0.198164 -0.818834 1.731 -1.839 2.049
C -1.633490 2.209896 -0.112317 2.665 4.093 0.893
N 0.388154 1.110983 0.398802 -0.459 -0.795 0.449
N -0.031074 4.059871 0.201458 -2.506 -1.179 -1.123
O -3.610201 0.901181 -0.971000 -1.861 1.014 -0.795
S 1.479617 3.742508 -0.359519 1.097 -0.192 0.435
H 3.161307 -3.319526 0.082464 1.005 -1.954 -0.112
H 4.268544 -1.131585 0.359218 -2.047 0.238 0.174
H 0.719511 -3.505341 0.074930 -0.600 -0.303 -0.083
H 2.775942 0.827348 0.638102 0.736 0.919 0.035
H -1.424424 -2.423883 -0.119617 -0.138 0.943 -0.614
H -3.348029 -1.224101 -0.772877 -0.293 0.968 -0.783
H -2.376125 2.885620 -0.430665 -0.594 -0.117 -0.127
H 0.047283 3.946891 1.184863 -0.118 -0.125 1.338
H -4.497753 0.745008 -1.327847 0.269 -0.021 0.091
H 1.138418 3.689029 -1.612216 -0.076 0.216 -1.256
```
Forces are in eV/Å.

The calculation puts the largest force on an atom at 0.11624 hartree/bohr. The value obtained for the LUMO energy (alpha / beta) is -0.751 / -0.752 eV. The calculation puts the orbital gap (alpha / beta) at 5.636 / 5.638 eV. The relative energy (zero: lowest compared OMol25 entry of this formula, charge and spin) comes out at 780.8 kJ/mol. The charge is 0. The calculation puts the total energy at -27424.3876 eV.